C28H72F6N4O12P | the ωB97M-V functional and the def2-TZVPD basis

Computed properties:
Net charge: -1
Frontier orbital gap, eV: 8.5

Each line ends with the Mulliken charge.
CARTESIAN COORDINATES (ANGSTROEM)
P1 0.8025 0.0247 1.0940  1.651
F1 -0.0606 -1.1792 0.4298  -0.357
F2 2.2446 -0.7000 0.9897  -0.390
F3 0.9712 0.6959 -0.3807  -0.487
F4 1.6368 1.2479 1.8139  -0.450
F5 -0.5802 0.8197 1.3200  -0.379
F6 0.7627 -0.7195 2.5589  -0.542
C1 -5.8760 -2.6080 -0.5197  -0.830
O1 -4.9568 -2.5115 0.5421  -0.364
C2 -4.1550 -3.6550 0.8058  -0.759
C3 -3.0440 -3.3259 1.7615  0.010
N1 -3.6027 -2.9600 3.0423  -0.056
C4 -2.8225 -3.3128 4.2112  -0.613
C5 -3.0172 -2.2681 5.3243  -0.535
O2 -2.3026 -2.5976 6.4892  -0.408
C6 -0.8878 -2.5323 6.3428  -0.276
H1 -6.1822 -3.5888 -0.8889  0.369
H2 -5.4530 -1.9858 -1.3125  0.251
H3 -6.8111 -2.1046 -0.2620  0.269
H4 -3.9131 -4.0965 -0.1753  0.464
H5 -4.8848 -4.4122 1.1537  0.347
H6 -2.4967 -2.5000 1.2895  -0.228
H7 -2.3924 -4.1757 1.9905  0.336
H8 -4.5991 -3.0663 3.1268  0.234
H9 -1.7986 -3.5245 3.8982  0.417
H10 -3.1126 -4.3049 4.5989  0.216
H11 -4.1032 -2.2751 5.4280  0.344
H12 -2.7830 -1.2953 4.8831  0.352
H13 -0.4322 -3.4854 6.6016  0.252
H14 -0.5170 -1.7596 7.0213  0.228
H15 -0.6261 -2.1653 5.3486  -0.023
C7 -3.9216 4.5639 -1.4479  -0.976
O3 -2.7798 3.9151 -1.9478  -0.080
C8 -3.0348 2.5343 -2.1359  -0.472
C9 -1.8561 1.9644 -2.9780  -0.903
N2 -0.6005 2.2882 -2.2856  0.499
C10 0.6206 2.0508 -3.0430  -0.624
C11 1.0142 3.2656 -3.9268  -0.666
O4 1.2580 4.4054 -3.1601  -0.137
C12 2.5419 4.4367 -2.5809  -0.835
H16 -3.6546 5.5530 -1.0558  0.188
H17 -4.2142 4.0704 -0.5131  0.394
H18 -4.7604 4.7978 -2.1078  0.334
H19 -3.9626 2.3506 -2.6839  0.389
H20 -3.0009 2.0632 -1.1480  0.291
H21 -1.9638 2.3685 -3.9857  0.422
H22 -2.0398 0.8826 -3.0224  0.366
H23 -0.6201 1.5269 -1.6102  -0.241
H24 0.6197 1.1473 -3.6730  0.350
H25 1.4696 1.8588 -2.3878  0.243
H26 0.1953 3.4967 -4.6128  0.260
H27 1.9195 3.0009 -4.4918  0.397
H28 2.9483 5.4108 -2.3259  0.243
H29 3.2630 3.9758 -3.2738  0.397
H30 2.6092 3.7556 -1.7270  0.222
C13 1.6969 -3.7853 0.2541  -0.077
O5 0.9733 -4.1027 -0.9243  -0.204
C14 -0.0928 -4.9724 -0.6563  -0.049
C15 -0.8315 -5.3591 -1.9330  -0.764
N3 0.0905 -6.1151 -2.7990  -0.373
C16 -0.5317 -6.1849 -4.1377  -0.678
C17 0.4794 -6.7498 -5.1453  -0.385
O6 0.0327 -6.4176 -6.4407  -0.288
C18 0.7924 -6.9426 -7.4813  -0.766
H31 1.0895 -3.2332 0.9757  0.057
H32 2.4975 -3.0751 0.0642  -0.287
H33 2.0968 -4.6940 0.7107  0.415
H34 -0.8572 -4.5496 0.0043  -0.039
H35 0.2284 -5.9387 -0.2487  0.392
H36 -1.1691 -4.4219 -2.3932  0.436
H37 -1.7092 -5.9763 -1.7467  0.347
H38 1.0209 -5.7366 -2.9207  0.295
H39 -1.0110 -5.2820 -4.5195  0.361
H40 -1.2821 -6.9807 -4.0803  0.174
H41 0.6136 -7.8214 -4.9700  0.285
H42 1.4352 -6.2113 -5.0476  0.322
H43 0.5995 -6.3966 -8.3961  0.264
H44 0.7491 -8.0400 -7.5986  0.309
H45 1.8749 -6.9814 -7.2544  0.305
C19 0.7612 7.6536 -2.4602  -1.062
O7 0.1317 6.8913 -1.4856  -0.038
C20 0.0318 7.4912 -0.2070  -0.826
C21 0.0142 6.4405 0.8978  -0.435
N4 -0.6078 5.1382 0.5171  0.002
C22 0.0755 4.0704 1.3061  0.065
C23 -0.4180 3.9758 2.7266  -0.726
O8 0.0834 4.9641 3.6168  -0.366
C24 -0.0550 4.5881 4.9916  -0.652
H46 0.2604 8.6282 -2.5743  0.430
H47 0.7515 7.1362 -3.4166  0.189
H48 1.8062 7.9488 -2.2803  0.400
H49 -0.8575 8.1366 -0.2029  0.296
H50 0.8648 8.1933 -0.0784  0.376
H51 -0.5412 6.8348 1.7568  0.313
H52 1.0277 6.3759 1.2943  0.309
H53 -1.5205 5.2358 0.9486  0.231
H54 1.1621 4.1355 1.2946  0.302
H55 -0.1886 3.1085 0.8667  -0.485
H56 -0.3338 2.9511 3.1129  0.558
H57 -1.5218 4.0409 2.7219  0.305
H58 -0.3818 5.4650 5.5481  0.287
H59 0.8621 4.1013 5.3176  0.101
H60 -0.8994 3.8918 5.0293  0.374
C25 5.6890 -2.9040 -1.2645  -0.271
C26 5.4029 -1.4428 -1.4931  -0.581
O9 4.0329 -1.1142 -1.3196  -0.292
O10 5.0287 -3.7355 -2.2282  -0.538
H61 5.2716 -3.2302 -0.3051  0.234
H62 6.7484 -3.1544 -1.2958  0.343
H63 5.6993 -1.2135 -2.5188  0.322
H64 5.9896 -0.7827 -0.8479  0.332
H65 3.7763 -1.3563 -0.4205  0.075
H66 4.2752 -3.2534 -2.5893  0.326
C27 2.5096 1.7551 4.6495  0.461
C28 3.8932 1.7335 4.0942  -0.183
O11 4.8480 1.2519 5.0587  -0.567
O12 1.9299 0.4780 4.8774  -0.613
H67 1.8120 2.2883 3.9938  -0.599
H68 2.4135 2.3411 5.5707  0.480
H69 4.2076 2.7516 3.8340  0.247
H70 4.0444 1.0903 3.2302  0.092
H71 4.5939 1.5346 5.9408  0.311
H72 1.4834 0.1725 4.0744  0.315



C5H8N2O | the ωB97M-V functional and the def2-TZVPD basis

Computed properties:
Frontier orbital gap, eV: 8.7
Structure (SMILES): C1=CN(C2CC2)NO1

Each line ends with the Mulliken charge.
CARTESIAN COORDINATES (ANGSTROEM)
C1 0.8270 -0.0385 -1.5680  -0.241
C2 0.3996 0.7618 -2.5462  -0.324
C3 0.6486 -0.7524 2.0388  -0.532
C4 -0.6491 -0.0255 1.9390  -0.579
C5 -0.1354 -0.6805 0.6560  -0.200
N1 -0.8649 1.1197 -0.8537  -0.223
N2 0.2415 0.2896 -0.3514  -0.038
O1 -0.4897 1.6864 -2.0811  -0.338
H1 1.6436 -0.7333 -1.7852  0.331
H2 0.8748 0.8433 -3.5097  0.377
H3 1.6237 -0.2284 2.0529  0.283
H4 0.4706 -1.6938 2.5319  0.239
H5 -1.3827 -0.6379 2.3823  0.242
H6 -0.7942 1.0440 1.8731  0.312
H7 -0.7334 -1.4774 0.2923  0.451
H8 -1.6799 0.5230 -1.0713  0.238



C9H20N5O3PtS3 | the ωB97M-V functional and the def2-TZVPD basis

Computed properties:
Net charge: -1
Frontier orbital gap, eV: 5.0

Each line ends with the Mulliken charge.
CARTESIAN COORDINATES (ANGSTROEM)
Pt1 -0.8975 -0.2316 0.8372  0.676
N1 -2.2694 -0.3833 2.5786  -0.552
N2 -3.3889 -1.0778 2.1024  -0.170
C1 -3.4957 -1.5348 0.7694  0.730
O1 -4.5194 -2.1666 0.4983  -0.785
O2 -2.5257 -1.2754 -0.0144  -0.664
H1 -1.8200 -0.9110 3.3196  0.303
H2 -2.5376 0.5375 2.9043  0.276
H3 -4.1530 -1.2905 2.7186  0.202
S1 0.1947 -2.6921 1.6730  -0.353
C2 0.1352 -3.3051 0.1631  0.374
N3 -0.9674 -3.5649 -0.5519  0.007
C3 -0.8024 -4.0761 -1.8896  -0.717
C4 0.5355 -3.5054 -2.3494  -0.469
S2 1.5591 -3.4785 -0.8563  -0.206
H4 -1.8591 -3.5387 -0.0840  0.178
H5 -1.6124 -3.7208 -2.5271  0.343
H6 -0.7926 -5.1741 -1.9089  0.279
H7 0.4145 -2.4756 -2.6866  0.192
H8 0.9997 -4.1126 -3.1247  0.437
O3 0.0696 -0.2341 -0.8569  -0.995
C5 2.9068 0.3487 0.0562  -0.925
N4 2.1147 1.5371 -0.2351  0.163
C6 1.9812 1.7859 -1.6691  -1.258
C7 1.2228 1.9802 0.6353  0.400
S3 0.7761 1.0421 2.0134  -0.471
N5 0.6573 3.1973 0.4042  0.202
C8 1.4258 4.3066 -0.1183  -1.192
C9 -0.5867 3.5597 1.0490  -0.855
H9 3.8142 0.3984 -0.5514  0.311
H10 2.3030 -0.5253 -0.2063  0.249
H11 3.1687 0.3201 1.1096  0.358
H12 1.6909 0.8372 -2.1196  0.360
H13 2.9243 2.1639 -2.0771  0.329
H14 1.1796 2.4913 -1.8556  0.398
H15 2.4195 3.9719 -0.3994  0.355
H16 1.5221 5.0834 0.6494  0.386
H17 0.9474 4.7561 -0.9936  0.327
H18 -1.2076 2.6697 1.1325  0.149
H19 -1.0941 4.2938 0.4184  0.339
H20 -0.4329 3.9931 2.0429  0.289



C3H9NO | the ωB97M-V functional and the def2-TZVPD basis

Computed properties:
Frontier orbital gap, eV: 10.0
Structure (SMILES): CCNCO

Each line ends with the Mulliken charge.
CARTESIAN COORDINATES (ANGSTROEM)
C1 1.1013 0.0544 -0.3223  -0.380
N1 -0.0450 0.1407 -1.2648  -0.403
C2 -1.2425 0.6353 -0.5692  -0.321
O1 -2.0320 -0.4712 -0.1451  -0.572
C3 0.9072 -0.2389 1.1742  -1.075
H1 1.6793 0.9970 -0.5194  0.264
H2 1.7431 -0.7273 -0.7705  0.346
H3 -0.3295 -0.7673 -1.6596  0.285
H4 -1.7747 1.1741 -1.3465  0.267
H5 -1.0749 1.3530 0.2625  0.293
H6 -1.7103 -1.1230 0.4775  0.326
H7 0.8087 -1.3064 1.3234  0.288
H8 0.1182 0.2690 1.7459  0.327
H9 1.8510 0.0107 1.6138  0.355



H4S3 | the ωB97M-V functional and the def2-TZVPD basis

Computed properties:
Frontier orbital gap, eV: 8.2
Structure (SMILES): SS.S

Each line ends with the Mulliken charge.
CARTESIAN COORDINATES (ANGSTROEM)
S1 2.7456 -1.9444 1.6766  -0.282
H1 1.8908 -2.9115 2.0962  0.145
H2 2.6461 -1.3333 2.8358  0.137
S2 -0.6768 2.2793 -1.8908  -0.150
S3 -1.8651 0.7132 -0.6012  -0.166
H3 -1.6454 2.4597 -2.8135  0.150
H4 -3.0954 0.7369 -1.3032  0.165



C4H9N3 | the ωB97M-V functional and the def2-TZVPD basis

Computed properties:
Frontier orbital gap (alpha / beta), eV: 8.2 / 9.3

Each line ends with the Mulliken charge.
CARTESIAN COORDINATES (ANGSTROEM)
C1 1.2831 0.9262 0.0422  -0.813
C2 0.3458 -0.3829 -0.1047  1.559
C3 -0.1860 -0.7317 1.3631  -1.537
C4 -0.8751 0.1354 -0.8701  -1.630
N1 2.6190 0.6173 0.0113  0.289
N2 3.1618 -0.3716 -0.2635  -0.361
N3 1.1685 -1.4080 -0.6611  -0.937
H1 1.2324 1.7211 -0.6764  0.337
H2 1.1680 1.5730 0.8730  0.313
H3 -0.8230 -1.4978 1.2255  0.526
H4 -0.5938 0.2273 1.5831  0.366
H5 0.6865 -0.8864 1.9532  0.330
H6 -1.5725 -0.5807 -0.8164  0.491
H7 -0.5742 0.4672 -1.8139  0.497
H8 -1.3705 1.0888 -0.4676  0.298
H9 1.1801 -1.1093 -1.6308  0.273



C4H7NO | the ωB97M-V functional and the def2-TZVPD basis

Computed properties:
Frontier orbital gap (alpha / beta), eV: 7.5 / 6.9
Structure (SMILES): CN1C/C1=C\O

Each line ends with the Mulliken charge.
CARTESIAN COORDINATES (ANGSTROEM)
C1 0.5758 0.0874 1.1194  -0.227
C2 0.5462 -1.7839 -0.4457  -0.761
N1 0.5308 -0.3536 -0.2418  -0.238
O1 -1.6871 2.5115 -0.5990  -0.408
C3 -0.6506 1.7155 -0.2392  0.196
C4 -0.6289 0.5512 0.3917  -0.570
H1 -2.4140 1.9440 -0.9046  0.359
H2 0.3359 1.8296 -0.7782  0.290
H3 0.3759 -0.6644 1.8772  0.302
H4 1.3447 0.8159 1.3537  0.225
H5 -0.2282 -2.1453 -1.1341  0.283
H6 0.4051 -2.3787 0.4692  0.283
H7 1.4944 -2.1292 -0.8685  0.266



C2H6N2 | the ωB97M-V functional and the def2-TZVPD basis

Computed properties:
Frontier orbital gap, eV: 9.6
Structure (SMILES): [H]/N=C\NC

Each line ends with the Mulliken charge.
CARTESIAN COORDINATES (ANGSTROEM)
C1 -0.3855 1.1218 0.6307  -0.757
N1 0.2086 0.2104 -0.3244  -0.301
C2 -0.1480 -1.0908 -0.4977  0.255
N2 0.6765 -1.9935 -0.9427  -0.726
H1 -1.1138 0.6527 1.2544  0.288
H2 -0.9456 1.9028 0.0476  0.270
H3 0.3499 1.6322 1.2521  0.260
H4 0.7821 0.7227 -0.9722  0.228
H5 -1.0135 -1.3831 0.1035  0.262
H6 1.5894 -1.7751 -0.5513  0.222



C4H9NO | the ωB97M-V functional and the def2-TZVPD basis

Computed properties:
Frontier orbital gap, eV: 9.3
Structure (SMILES): [H]/N=C/C.C=CO

Each line ends with the Mulliken charge.
CARTESIAN COORDINATES (ANGSTROEM)
C1 2.2251 -0.8936 -0.2470  0.118
C2 -1.9009 0.5480 0.3610  0.106
C3 1.7407 -1.5483 -1.2902  -0.760
C4 -1.2309 1.8391 0.6542  -1.026
N1 -1.2461 -0.5217 0.2896  -0.530
O1 1.5078 -0.3106 0.7298  -0.475
H1 0.5456 -0.4517 0.5663  0.391
H2 -1.7784 -1.3641 0.0879  0.172
H3 3.2888 -0.7662 -0.0898  0.336
H4 -2.9879 0.6114 0.2169  0.371
H5 2.3904 -1.9837 -2.0249  0.244
H6 0.6801 -1.6651 -1.4354  0.218
H7 -1.4075 2.5345 -0.1653  0.281
H8 -0.1633 1.6969 0.7933  0.264
H9 -1.6636 2.2750 1.5536  0.290



C4H13N3S | the ωB97M-V functional and the def2-TZVPD basis

Computed properties:
Frontier orbital gap, eV: 3.3

Each line ends with the Mulliken charge.
CARTESIAN COORDINATES (ANGSTROEM)
C1 -0.8917 -0.7656 -0.1683  -0.023
N1 -1.6978 -0.8737 2.3257  -0.536
C2 -2.6284 0.1824 2.2768  -0.444
N2 -2.0125 1.5270 2.3618  -0.628
C3 0.4070 -1.1222 -0.7335  0.128
C4 0.0517 0.4093 -0.5456  -1.000
S1 2.8621 0.8638 -1.6746  -0.518
N3 0.7009 -1.3960 -2.0929  -0.553
H1 -1.7402 -1.2113 -0.6954  0.360
H2 -1.2522 -0.8882 0.9501  0.036
H3 -1.9371 -1.7215 2.8389  0.209
H4 -3.2950 0.1339 1.4032  0.326
H5 -3.3409 0.1887 3.1232  0.422
H6 -1.3255 1.3831 3.0947  0.306
H7 -1.4360 1.6384 1.5316  0.261
H8 1.1172 -1.5064 0.0036  0.323
H9 0.8011 0.9557 0.0099  0.523
H10 -0.5311 1.1011 -1.1470  0.260
H11 3.8507 1.3340 -2.3967  0.055
H12 1.2530 -2.2255 -2.2701  0.276
H13 1.2170 -0.5965 -2.4639  0.218



C21H46N3OP2STm | the ωB97M-V functional and the def2-TZVPD basis

Computed properties:
Net charge: +2
Frontier orbital gap (alpha / beta), eV: 7.6 / 7.7
Multiplicity: 3
⟨S²⟩: 2.003

Each line ends with the Löwdin spin population.
CARTESIAN COORDINATES (ANGSTROEM)
Tm1 -0.2049 -0.8149 -0.2634  2.017
P1 -2.3433 0.8182 -0.4774  -0.003
P2 2.4608 -0.6171 -0.0425  -0.003
N1 0.2260 0.3848 -2.0990  -0.004
C1 -2.2484 0.7583 -2.3415  0.000
H1 -3.0973 0.1394 -2.6703  0.000
H2 -2.4219 1.7878 -2.6925  0.000
C2 -0.9570 0.2325 -3.0043  0.000
H3 -1.0203 -0.8355 -3.2753  0.000
H4 -0.7376 0.7863 -3.9319  0.000
C3 1.6021 0.1664 -2.6970  0.000
H5 2.1018 1.1519 -2.7276  0.000
H6 1.4447 -0.1609 -3.7320  0.000
C4 2.4347 -0.8652 -1.8984  0.000
H7 3.4817 -0.8251 -2.2353  0.000
H8 2.0647 -1.8937 -2.0926  0.000
C5 3.2683 -2.1415 0.6057  0.000
C6 2.2357 -3.2206 0.9726  0.000
H9 1.7239 -3.6226 0.0893  0.000
H10 1.4875 -2.8338 1.6870  0.000
H11 2.7380 -4.0652 1.4704  0.000
C7 3.6337 0.7867 0.1257  -0.001
C8 3.5715 1.3664 1.5475  0.000
H12 3.7425 2.4496 1.4977  0.000
H13 4.3374 0.9385 2.2056  0.000
H14 2.5935 1.2296 2.0246  0.000
C9 -2.8337 2.5486 -0.0886  -0.001
C10 -3.2151 2.7127 1.3817  0.000
H15 -3.1838 3.7801 1.6290  0.000
H16 -2.5107 2.2209 2.0574  0.000
H17 -4.2271 2.3535 1.5984  0.000
C11 -3.7822 -0.2516 0.0146  0.000
C12 -3.8091 -0.4840 1.5316  0.000
H18 -4.2617 -1.4668 1.7229  0.000
H19 -4.4260 0.2676 2.0430  0.000
H20 -2.8201 -0.4712 2.0122  0.000
C13 -0.1208 0.2072 1.8551  -0.002
C14 5.0604 0.4616 -0.3594  0.000
H21 5.2057 -0.5723 -0.7023  0.000
H22 5.3129 1.1067 -1.2138  0.000
H23 5.8053 0.6724 0.4207  0.000
C15 -3.8569 3.1791 -1.0530  0.000
H24 -4.5324 3.8457 -0.4986  0.000
H25 -3.3417 3.7854 -1.8132  0.000
H26 -4.4748 2.4544 -1.5973  0.000
C16 -5.1517 0.2023 -0.5068  0.000
H27 -5.9020 -0.5490 -0.2114  0.000
H28 -5.4738 1.1615 -0.0743  0.000
H29 -5.1838 0.2837 -1.6018  0.000
C17 4.1831 -1.8494 1.8003  0.000
H30 3.6580 -1.2832 2.5828  0.000
H31 4.5089 -2.8048 2.2334  0.000
H32 5.0928 -1.3018 1.5242  0.000
H33 3.8820 -2.4911 -0.2407  0.000
H34 -3.5380 -1.2152 -0.4727  0.000
H35 3.2206 1.5497 -0.5560  0.000
H36 -1.8834 3.0882 -0.2305  0.000
O1 -0.2575 0.1304 3.0520  0.001
H37 0.2257 1.3539 -1.7449  0.000
H38 0.2646 1.2226 1.3710  0.000
S1 -1.4914 -2.9774 -0.9385  -0.004
C18 -1.3826 -3.9170 0.5322  0.000
N2 -1.3150 -5.2453 0.4172  0.000
C19 -1.1842 -6.1377 1.5674  0.000
C20 -1.9699 -5.5336 2.7064  0.000
C21 -1.5565 -4.1132 3.0054  0.000
N3 -1.3684 -3.3530 1.7601  0.000
H39 -1.1478 -5.5916 -0.5278  0.000
H40 -0.1218 -6.2459 1.8222  0.000
H41 -1.5602 -7.1184 1.2655  0.000
H42 -1.8327 -6.1446 3.5916  0.000
H43 -3.0345 -5.5814 2.4709  0.000
H44 -0.6132 -4.0822 3.5614  0.000
H45 -2.3218 -3.6059 3.5978  0.000
H46 -1.4729 -2.3350 1.7948  0.000



C2H4N2O2 | the ωB97M-V functional and the def2-TZVPD basis

Computed properties:
Frontier orbital gap, eV: 10.2

Each line ends with the Mulliken charge.
CARTESIAN COORDINATES (ANGSTROEM)
N1 -1.4900 0.4573 -0.4154  -0.361
C1 1.5160 -0.2068 -0.1383  0.223
C2 -0.4783 0.0734 0.4009  0.328
O1 1.3870 -1.1434 0.9254  -0.316
N2 0.2765 -1.0541 -0.0408  -0.486
O2 0.9904 1.0139 0.0412  -0.530
H1 -2.0877 1.2127 -0.1138  0.217
H2 -1.7256 -0.1175 -1.2134  0.242
H3 2.2387 -0.4425 -0.9157  0.346
H4 -0.6269 0.2071 1.4699  0.337



Number 1: molecular weight 801.86 g/mol, E -3172.4802 hartree. Number 2: molecular weight 112.13 g/mol, E -379.8856 hartree. Number 3: molecular weight 537.57 g/mol, E -2168.2940 hartree. Number 4: molecular weight 75.11 g/mol, E -249.6571 hartree. Number 5: molecular weight 100.23 g/mol, E -1196.9074 hartree. Number 6: molecular weight 99.14 g/mol, E -321.9197 hartree. Number 7: molecular weight 85.11 g/mol, E -286.3921 hartree. Number 8: molecular weight 58.08 g/mol, E -189.2576 hartree. Number 9: molecular weight 87.12 g/mol, E -287.7635 hartree. Number 10: molecular weight 135.24 g/mol, E -722.3358 hartree. Number 11: molecular weight 619.57 g/mol, E -3232.8692 hartree. Number 12: molecular weight 88.07 g/mol, E -338.4621 hartree.